# 1
Molecular formula: CH3N3S
Method: DFT, ωB97M-V/def2-TZVPD

```
! wB97M-V def2-TZVPD RIJCOSX def2/J DEFGRID3
* xyz 0 1
S -1.15067 0.92192 0.19762
N -1.38490 -1.80883 -0.15957
N 0.20639 0.66378 -0.48015
N 1.40764 1.08617 0.09745
C -1.52520 -0.73191 0.39292
H -1.00017 -1.90612 -1.06641
H 1.24019 1.29361 1.01389
H 2.20670 0.48137 0.00425
*
```

- HOMO-LUMO gap (alpha / beta) (hartree) = 0.302 / 0.281

# 2
Molecular formula: C74H172As6F36N5O3P2
Method: DFT, ωB97M-V/def2-TZVPD

```
! wB97M-V def2-TZVPD RIJCOSX def2/J DEFGRID3
* xyz 2 2
As 5.74198 -5.44703 -2.93205
As 5.66413 -1.22402 3.47233
As 1.21499 7.26000 -2.68134
As -0.30836 5.93594 5.08273
As -2.36125 1.42367 -2.53539
As -0.75580 -4.37835 6.64582
P 0.37665 0.77390 1.82169
P -6.59572 -1.25381 -1.85194
F 5.66947 -4.89372 -4.65325
F -0.67955 -5.18799 8.25394
F 5.52945 -6.17250 -1.29555
F 5.52538 -3.70379 -2.42092
F -2.70538 1.24391 -4.25674
F 6.91482 -1.99945 4.60803
F -1.45001 -0.11646 -2.49052
F -1.77278 4.85310 4.86729
F 5.03990 -0.41874 4.95014
F 3.85449 -5.48852 -3.03189
F -2.09447 -5.37178 5.95129
F 6.68793 0.13554 3.03196
F 0.42444 5.20597 3.68923
F 0.34299 4.58432 6.13438
F -2.09368 1.59426 -0.83437
F 0.62205 6.81189 -0.97593
F -0.96079 7.19264 3.97357
F 1.58368 8.78708 -2.03181
F -3.26907 2.85314 -2.54327
F 0.46636 -5.54494 6.03626
F 2.89376 6.56103 -2.40804
F -1.14904 6.81954 6.51491
F 4.51440 -2.60137 3.74040
F -0.78335 2.30630 -2.84637
F -3.98742 0.58263 -2.15948
F -0.37652 7.86129 -3.02055
F -0.83331 -3.58931 4.95607
F 4.38489 -0.54739 2.30423
F 6.42724 -2.30232 2.25901
F 0.70674 -3.31575 7.10476
F 7.46771 -5.16934 -2.94732
F 5.80701 -7.17968 -3.50007
F -1.76167 -3.19783 7.36458
F 0.86542 5.58032 -3.28825
F 1.66996 7.81355 -4.32068
F 1.18773 7.03980 5.32451
O 4.83354 -0.43497 -4.97917
O 0.86281 -8.49539 2.92583
O -3.88183 6.06159 -0.22482
N -2.52842 8.90876 0.20800
N 2.26081 1.48255 -4.87680
N 2.10409 -7.74566 -5.85896
N 2.69248 -6.25349 2.36359
N 5.02117 4.37540 6.09356
C 3.90145 5.86169 4.59747
C 1.87642 -6.26271 -5.49968
C 6.27353 5.01163 6.86735
C 3.12362 1.00004 -6.10360
C 3.93894 3.07648 -3.76858
C -4.29159 4.73733 -0.42133
C -1.31515 1.43353 2.19334
C -9.39140 -2.03565 -1.02456
C 2.72973 -2.05442 -1.99681
C -7.81549 3.32560 0.47144
C -1.37723 -4.25524 -4.13374
C 1.65232 -9.43389 -7.64162
C 2.22427 3.65714 -0.44086
C 3.10542 -9.30252 -7.43801
C -1.01975 8.77437 0.47906
C 0.97522 -0.04501 3.33344
C 2.04210 -5.34704 3.47435
C -7.18795 -1.07345 -4.71031
C 5.56991 -1.58177 -4.96095
C 4.57159 3.06548 6.88480
C 5.11446 5.30285 3.91793
C 0.56050 -5.98440 -4.69358
C 3.27508 -7.91095 -6.81207
C -2.87342 10.39216 -0.07036
C 0.56924 -0.12174 6.68333
C 1.14912 0.81740 4.40426
C 3.79065 -0.43112 -5.99891
C 3.81294 5.31309 5.96690
C -3.42138 -3.92976 -0.82548
C 2.25397 -7.32170 0.07748
C 8.58719 4.86963 7.94843
C -5.08816 -0.20679 -5.68448
C 1.69906 0.07583 5.63455
C -2.57941 11.43386 1.05833
C -3.29076 8.40019 1.40245
C -5.14254 -2.37384 -2.01379
C 2.23320 -8.59695 -4.60970
C 3.84284 -4.31273 1.22353
C -5.80849 -1.46056 -5.32707
C -7.23487 1.08833 -0.55871
C -11.88912 -2.36282 -1.24875
C 4.02927 -5.66197 1.91914
C -7.03389 -0.30107 -3.28574
C 1.45601 2.76961 -5.30995
C -6.88230 2.10521 0.55845
C 0.11870 -0.01460 -5.57069
C -2.55383 0.56850 2.46535
C 5.46390 4.02806 4.63779
C 7.52060 4.22129 7.01018
C 0.02701 -4.50933 -4.72577
C -4.69944 -3.02137 -0.65176
C -3.87903 1.30635 2.19215
C -10.46269 -2.97085 -1.44651
C 1.03840 2.93619 0.23584
C 0.21065 -0.45295 0.30668
C -6.41440 -0.20658 -0.41429
C 1.50892 2.10864 1.37880
C 0.97134 -8.36086 -6.67189
C 0.61837 -9.72246 2.20086
C -3.21957 -4.49998 0.57074
C 7.87967 4.75489 9.33322
C 3.10892 -7.64955 3.00383
C -2.91436 8.12364 -1.13058
C -7.99557 -2.50616 -1.58233
C -3.98782 2.55244 3.10539
C 2.00098 -8.44780 3.80004
C -4.87047 8.71986 1.39508
C 1.70649 -6.39565 1.19214
C -2.76852 6.54486 -1.01355
C 3.13323 1.79758 -3.60709
C 1.34562 -1.81719 -1.37508
C 2.79601 4.79649 0.42644
C 1.16710 0.38281 -4.48469
C 1.55021 -1.13608 0.02395
H 1.12330 3.34600 -4.44671
H -4.65226 0.58475 2.45579
H -5.01152 2.83914 3.34609
H 1.88101 -1.83749 0.78991
H -5.81065 2.25390 0.69097
H -1.26792 2.03797 3.09917
H 4.96293 4.97150 2.89063
H -0.20092 0.12298 -0.52219
H 0.84029 -6.83687 1.68520
H 2.46472 1.60149 1.24711
H -5.35197 0.02233 -0.33097
H 2.05027 -0.87627 5.23674
H -0.00226 -10.35605 2.83448
H 3.51156 -10.07681 -6.78714
H 1.89787 1.58148 4.19531
H -12.63337 -3.15914 -1.24082
H 1.74187 -7.73984 4.58729
H -9.68131 -1.07882 -1.45876
H -5.61982 0.18919 -6.54972
H 0.64252 2.46999 -5.97068
H 7.70521 3.72138 9.63241
H -2.90008 12.43301 0.76342
H 8.47525 5.05121 10.19670
H 1.19570 -10.40975 -7.47645
H -3.68345 2.26698 4.11235
H 0.88435 -0.75333 7.51393
H 6.98939 5.37529 9.43619
H -8.10794 -2.80927 -2.62329
H 2.35100 -0.39732 -0.00874
H 3.58403 2.72257 6.57618
H 3.20076 3.87847 -3.76656
H -5.09658 4.54879 -1.13164
H 1.94406 -4.36926 3.00270
H 3.22640 4.41803 1.35360
H -2.42939 -5.25076 0.56330
H 8.91786 5.89364 7.77473
H 0.60604 -6.19428 -3.62495
H -1.63799 2.10490 1.39764
H 3.53175 -9.43777 -8.43202
H -0.71552 9.25630 1.40820
H -6.59061 -0.71226 0.53510
H 0.13563 -9.40920 1.27516
H 1.27897 -8.49152 -4.09353
H -11.93765 -1.91104 -0.25797
H -2.05811 -5.06463 -4.39718
H -4.91294 9.80769 1.34096
H -0.98516 7.68512 0.45825
H 1.40022 -5.37262 0.97375
H 3.73636 0.89067 -3.56426
H -1.42544 -4.18891 -3.04683
H 4.42504 3.28160 -4.72238
H -3.21949 7.32718 1.58038
H 2.91173 2.90206 -0.82211
H 2.73365 -2.91170 -2.66998
H 0.25793 3.62138 0.56671
H 0.40126 -0.96176 3.46846
H 2.82558 -5.94957 -5.06476
H 2.54864 -5.28738 4.43765
H -6.36342 0.55778 -3.31667
H 1.06855 -5.81963 3.60456
H 1.48126 -10.35421 1.99014
H -2.95206 9.01291 2.23789
H -8.75704 2.92210 0.09891
H 0.18642 0.83467 7.03948
H -3.10744 -3.73233 1.33640
H -5.25727 8.42016 2.36908
H -4.66905 4.29157 0.49895
H 3.10938 -1.26773 -5.84379
H 1.49385 2.74207 2.26572
H 7.20140 3.24111 7.36439
H -7.05539 1.53216 -1.53795
H -10.42453 -3.89641 -0.87206
H 0.68990 -7.45964 -7.21658
H -0.16722 -6.72738 -5.01995
H -0.63160 -1.08881 0.57943
H 3.87730 -7.43254 3.74585
H -4.34993 -2.50070 0.23978
H 0.70205 -3.96319 -4.06687
H 3.22350 -7.03861 -7.46358
H -0.20749 -0.63686 6.11814
H -2.81276 6.24010 -2.05915
H 3.40234 -4.31658 0.22651
H -8.25955 0.75383 -0.39671
H -5.53745 -3.68884 -0.45095
H 3.57914 5.37673 -0.06155
H -5.99222 -2.06659 -6.21425
H 2.50646 1.78705 -2.71537
H 3.53373 -2.26312 -1.29103
H 0.76699 0.45086 -3.47306
H 0.85906 -2.76510 -1.14525
H -0.36170 9.04154 -0.34779
H -5.23089 -2.08867 -4.64888
H 4.38171 -6.37138 1.17040
H -2.55067 0.13816 3.46679
H -1.79970 6.26445 -0.60020
H 3.89219 1.76303 -6.22709
H 0.18417 -4.16025 -5.74633
H -2.32609 8.51754 -1.95937
H 4.83015 -3.89365 1.02935
H 3.68116 -8.17645 2.24028
H 6.49295 5.88036 6.24666
H -1.54495 11.59538 1.36149
H -7.13662 1.57207 1.47452
H 1.85788 -5.84956 -6.50817
H 5.97272 5.97072 3.99184
H 0.45916 -0.60630 -6.42044
H 4.86212 -2.28970 -4.52973
H -8.04033 0.09605 -3.15357
H 2.60227 0.51300 6.06022
H -4.08177 -0.36917 -6.07037
H 0.18420 -8.52112 -5.93512
H -3.95459 1.55252 1.13300
H -7.81427 -0.39250 -5.28662
H -9.35280 -1.94920 0.06132
H 4.22011 -0.69989 -6.96401
H 4.59304 3.30621 -2.92746
H 4.32898 3.44316 7.87808
H 0.26292 1.36935 4.71747
H 1.75305 -0.53465 -4.42964
H 5.76978 5.27611 7.79708
H -5.33988 -3.19648 -2.70113
H -3.96204 8.31777 -1.36029
H -2.46972 -0.25541 1.75668
H 9.51643 4.30051 7.92204
H 4.76743 -5.62364 2.72024
H -7.39214 4.05853 -0.21535
H 3.42726 -3.57800 1.91315
H 0.58455 2.45943 -0.63296
H 1.60545 -7.27414 -0.79731
H 2.37772 -9.34200 4.29661
H -12.24223 -1.49065 -1.79895
H -0.52837 0.80936 -5.87149
H -1.83329 -3.42579 -4.67422
H 3.26750 -7.15031 -0.28509
H 2.28089 3.32979 -5.75024
H -3.16069 11.15167 1.93615
H 2.43504 -9.65325 -4.78741
H -5.42890 8.26726 0.57569
H 4.20475 -7.74172 -6.26877
H 4.88043 3.12526 4.45721
H -0.54709 -0.67369 -5.01354
H 3.91972 6.95063 4.64191
H -2.50965 -3.42072 -1.13811
H -4.38383 -1.75886 -2.49779
H -7.87202 -1.91704 -4.61804
H 3.68932 6.13070 6.67706
H 3.18826 -1.16615 -2.43135
H 1.84812 4.10917 -1.35862
H 5.95908 -1.90552 -5.92627
H -3.60980 -4.69506 -1.57841
H 2.37282 1.09830 -6.88766
H 2.93737 4.69094 6.15241
H 0.67088 -1.30425 -2.06044
H -5.04215 0.54851 -4.89994
H 5.22149 2.19215 6.82979
H -3.43687 4.11090 -0.67655
H 6.45518 -1.52697 -4.32740
H 2.26280 -8.30728 0.54296
H -7.96578 3.81532 1.43356
H -3.93500 10.45694 -0.30900
H 6.51837 3.75229 4.62642
H 2.95755 -8.18052 -3.90969
H 2.02021 5.37742 0.92519
H 3.03803 5.73125 3.94510
H -4.09841 -5.05736 0.89487
H 1.88752 -0.55078 3.01721
H -3.24485 3.31274 2.86446
H -2.41131 10.65382 -1.02224
H 1.34853 -9.17300 -8.65541
H -7.62271 -3.29398 -0.92779
H -10.42700 -3.17683 -2.51627
H 7.97458 3.89592 6.07416
*
```

- HOMO-LUMO gap (alpha / beta) (hartree) = 0.305 / 0.065

# 3
Molecular formula: C3H7NO
Method: DFT, ωB97M-V/def2-TZVPD

```
! wB97M-V def2-TZVPD RIJCOSX def2/J DEFGRID3
* xyz 0 1
O -0.16721 -0.90999 -0.61871
N -0.67106 -2.92384 -1.52920
C 0.33204 1.70547 1.87397
C 0.18678 2.84404 1.18544
C -0.08859 -1.70651 -1.52278
H -1.44416 -3.10517 -0.91485
H 0.99932 1.79171 2.73066
H 0.44740 -1.47265 -2.45420
H 0.00791 0.75421 1.46158
H -0.38155 -3.72426 -2.06017
H 0.35570 2.97452 0.12550
H 0.42343 3.77247 1.72276
*
```

- HOMO-LUMO gap (hartree) = 0.367

# 4
Molecular formula: C3H5NS
Method: DFT, ωB97M-V/def2-TZVPD

```
! wB97M-V def2-TZVPD RIJCOSX def2/J DEFGRID3
* xyz 0 1
S 2.97142 -0.24292 0.00730
N 0.47896 0.88739 -0.15616
C -0.84127 0.43417 0.08097
C -0.61625 -1.13731 -0.07264
C 1.43320 -0.02176 0.15824
H -1.11302 0.55977 1.12017
H 0.61430 1.97209 -0.29694
H -1.65343 0.71169 -0.47831
H -0.98422 -1.80643 0.68758
H -0.28968 -1.35670 -1.05021
*
```

- HOMO-LUMO gap (alpha / beta) (hartree) = 0.290 / 0.285